Record 1
Entry from the OMol25 dataset: a molecular structure, C19H25BrLiN3O3Si (ωB97M-V/def2-TZVPD).

For the frontier orbital gap, the calculation gives 4.792 eV. The calculation puts the lowest unoccupied orbital energy at 0.1689 Ha. The maximum force comes out at 0.158 eV Å⁻¹. The value obtained for the calculated total energy is -4000.19483 hartree. The charge is -2.

CARTESIAN COORDINATES (ANGSTROEM)
Li: -0.21772 -0.10033 -0.86936
C: 2.81774 -1.38004 -1.42486
C: 2.76658 -0.89236 0.00030
C: 3.89712 -0.94834 0.80713
C: 3.78026 -0.45884 2.11092
C: 2.58963 0.06017 2.54316
C: 1.45226 0.11120 1.66534
N: 1.59648 -0.40036 0.39965
N: 0.27274 0.59642 1.99580
Si: -0.32965 1.36976 3.33876
C: -2.05967 2.01169 2.93712
C: -0.51500 0.28184 4.89006
C: 0.65142 2.89526 3.93101
H: 3.53397 -2.19614 -1.54015
H: 3.11697 -0.55860 -2.08172
H: 1.82686 -1.70518 -1.73724
H: 4.81886 -1.37931 0.43641
H: 4.62943 -0.50027 2.78837
H: 2.47874 0.42994 3.55634
H: -2.68634 1.17892 2.60842
H: -1.99683 2.71974 2.10668
H: -2.53350 2.50901 3.79019
H: -1.10952 -0.60296 4.64705
H: -1.00490 0.81021 5.71495
H: 0.46172 -0.06428 5.24018
H: 0.79027 3.58812 3.09625
H: 1.64375 2.61885 4.29763
H: 0.12891 3.42718 4.73339
N: -3.46260 2.46964 -0.53983
C: -2.38129 1.68390 -0.92764
O: -2.13888 0.66351 -0.31478
C: -1.61120 2.15779 -2.14306
C: -0.14203 1.77280 -2.07458
H: -3.76735 2.28891 0.40517
H: -3.40928 3.44090 -0.79831
H: -1.86362 3.23412 -2.28444
H: -2.08939 1.64010 -2.98635
H: 0.40012 2.48282 -1.43028
H: 0.30690 1.81989 -3.07530
Br: 1.75634 -3.65814 3.11123
C: 1.13654 -4.38351 1.45816
C: 1.29187 -5.74089 1.22633
C: 0.83979 -6.26005 0.01941
C: 0.24813 -5.42932 -0.92208
C: 0.10150 -4.06988 -0.67432
C: 0.55191 -3.53958 0.53169
C: -0.55070 -3.15068 -1.72955
O: -0.96735 -3.71835 -2.75500
O: -0.56999 -1.93553 -1.43640
H: 1.75580 -6.37325 1.97186
H: 0.95484 -7.32046 -0.17906
H: -0.11671 -5.80437 -1.86972
H: 0.44473 -2.47627 0.70911

Cartesian forces (eV/Å) of the 3 atoms listed first:
0.0301 0.0044 0.0575
-0.0158 0.0429 0.0478
-0.0238 -0.0028 -0.0337

***

Record 2
Entry from the OMol25 dataset: 5 unconnected molecules or ions with the total composition C8H21NO4 in a non-equilibrium geometry (ωB97M-V/def2-TZVPD).

For the frontier orbital gap, the calculation gives 9.535 eV. The calculation puts the lowest unoccupied orbital energy at 0.0195 Ha. The maximum force comes out at 5.377 eV Å⁻¹. The value obtained for the calculated total energy is -672.99986 hartree. The charge is 0.

CARTESIAN COORDINATES (ANGSTROEM)
C: -1.45070 -1.02968 -1.46170
C: -1.46779 -2.40354 -1.77659
C: -2.23759 -2.89499 -0.82546
N: -2.73987 -1.96171 0.10143
C: -2.26945 -0.72030 -0.32916
H: -1.21523 -0.26859 -2.19088
H: -0.94328 -2.86241 -2.60166
H: -2.51957 -3.90639 -0.57258
H: -3.26641 -2.15464 0.94144
H: -2.64121 0.21566 0.06093
C: 4.31054 -1.37488 1.45853
O: 3.36862 -0.38545 1.02414
H: 5.09445 -1.53566 0.71844
H: 4.91630 -1.13458 2.33227
H: 3.85998 -2.33265 1.71885
H: 2.47614 -0.73911 1.02621
C: 0.35215 -2.42340 2.01199
O: 0.66093 -1.82136 0.81417
H: 1.09086 -2.27100 2.79888
H: -0.50702 -1.94699 2.48418
H: 0.28322 -3.49896 2.17483
H: -0.05110 -1.99312 0.19360
C: -0.67448 4.83248 -2.13670
O: -1.58868 5.55287 -2.92668
H: 0.33228 4.96945 -2.53138
H: -0.66118 5.17937 -1.10345
H: -0.84349 3.75572 -2.12557
H: -2.35709 4.97935 -2.97381
C: 0.34548 1.71979 0.92522
O: -0.42788 2.15971 -0.21366
H: -0.20627 1.20643 1.71271
H: 1.10843 1.04318 0.54024
H: 0.55238 2.60237 1.53048
H: -0.68342 1.44308 -0.79910

Cartesian forces (eV/Å) of the 3 atoms listed first:
-1.6745 2.8465 0.6136
0.7805 1.6415 -0.3260
-2.5424 -2.8895 3.7543

***

Record 3
Entry from the OMol25 dataset: 2 unconnected molecules or ions with the total composition C2H6NO2 in a non-equilibrium geometry (ωB97M-V/def2-TZVPD).

For the frontier orbital gap (spin up / spin down), the calculation gives 8.555 / 8.554 eV. The calculation puts the lowest unoccupied orbital energy (spin up / spin down) at -0.2668 / -0.2669 Ha. The maximum force comes out at 4.126 eV Å⁻¹. The value obtained for the calculated total energy is -284.57248 hartree. The charge is +1.

CARTESIAN COORDINATES (ANGSTROEM)
C: -1.69479 0.36279 0.62198
C: 2.16119 0.10308 -0.37043
N: -0.59247 -0.50080 0.22144
O: -0.30939 -0.77722 -1.02562
O: 1.30662 0.58400 0.35889
H: -1.52277 0.79677 1.58899
H: -2.59158 -0.22729 0.79893
H: -1.99471 1.33677 0.06839
H: 1.86912 -0.50632 -1.17537
H: 0.15689 -1.60285 -0.98824
H: 3.21187 0.43106 -0.09896

Cartesian forces (eV/Å) of the 3 atoms listed first:
0.1153 3.1833 -1.7452
0.3212 2.7486 3.0602
0.6866 -0.9669 -0.4450